Run P
{
  "formula": "C7H11NO3S",
  "method": "the ωB97M-V functional and the def2-TZVPD basis",
  "gap_ev": 8.216,
  "spin_multiplicity": 1,
  "symbols": ["S", "H", "H", "C", "C", "H", "H", "H", "H", "C", "O", "N", "H", "H", "C", "H", "H", "C", "C", "O", "O", "H", "C"],
  "xyz": [[-2.62023, -0.28664, -0.33714], [1.70818, -1.56930, -2.42106], [1.64241, 1.21207, 0.53443], [1.05293, 0.32397, 0.28791], [1.20622, -1.34577, -1.47941], [-0.81806, 1.39822, 0.50318], [-4.22948, 0.10528, 1.22202], [-0.13587, 0.75043, 2.02602], [1.77617, 0.71380, -1.71125], [-1.23393, -0.61342, 0.87452], [-1.25492, -1.63406, 1.48049], [-3.54498, 0.65092, 0.72200], [0.26014, -1.90492, -1.50217], [2.78878, -0.74768, 1.12328], [1.88130, -1.94323, -0.31680], [-3.97471, 1.43785, 0.26407], [0.02610, 0.49544, -1.64487], [-0.32434, 0.54502, 0.96816], [0.97174, 0.15180, -1.23537], [-3.30853, -1.49184, -0.68632], [-2.20704, 0.60259, -1.38781], [1.27330, -1.44798, 1.61287], [1.77336, -0.95615, 0.77618]],
  "nbo_charge": [2.163, 0.256, 0.221, -0.208, -0.609, 0.250, 0.404, 0.249, 0.212, 0.392, -0.465, -1.078, 0.275, 0.276, 0.201, 0.409, 0.245, -0.536, -0.449, -0.906, -0.946, 0.276, -0.632]
}



Run Q
{
  "formula": "C7H11NO3S",
  "method": "the ωB97M-V functional and the def2-TZVPD basis",
  "gap_ev": 10.837,
  "spin_multiplicity": 1,
  "symbols": ["O", "H", "C", "H", "H", "H", "H", "H", "C", "H", "C", "C", "H", "N", "C", "H", "O", "H", "C", "C", "S", "O", "H"],
  "xyz": [[2.54207, 0.90449, -1.23287], [-0.33227, -0.30892, 2.28977], [-1.14059, -1.07108, -0.92734], [1.36166, 0.29540, 2.41424], [-1.24632, -1.04629, -1.97100], [-1.00142, 3.24903, -1.51915], [-2.27642, 1.11099, -1.06224], [0.06628, 1.31158, 2.03590], [0.61496, -0.04129, 0.43522], [-0.75262, -2.22437, 0.88179], [-0.28236, -2.19470, -0.18610], [0.92982, -1.46331, 0.04972], [0.27644, 0.58865, -1.50099], [2.11091, -1.54911, -0.38484], [0.35408, 0.33076, 1.85977], [-0.10197, -3.18829, -0.57234], [3.26600, 0.42272, 1.04549], [-2.05480, 1.32770, 0.58695], [-1.49055, 1.45901, -0.42370], [-0.37841, 0.29791, -0.65768], [2.35968, 0.12982, -0.04162], [-0.75397, 2.64753, -0.70909], [-2.07019, -0.98822, -0.40990]],
  "nbo_charge": [-0.916, 0.210, -0.391, 0.255, 0.229, 0.500, 0.176, 0.235, -0.351, 0.227, -0.467, 0.317, 0.256, -0.587, -0.632, 0.252, -0.910, 0.174, -0.057, -0.221, 2.242, -0.744, 0.204]
}



Most stable pick: run Q. Distance to second place: 0.0261 hartree.



Run P
{
  "formula": "CH3FOS",
  "method": "the ωB97M-V functional and the def2-TZVPD basis",
  "gap_ev": 10.099,
  "smiles": "FCOS",
  "spin_multiplicity": 1,
  "symbols": ["F", "O", "H", "C", "H", "S", "H"],
  "xyz": [[-1.72526, -0.30919, 0.00743], [0.41787, -0.53386, 0.63955], [-0.49587, -1.47157, -1.05477], [-0.50543, -0.48962, -0.54158], [1.93235, 1.24921, 0.94385], [0.59585, 1.06511, 1.11858], [-0.21951, 0.48991, -1.11306]],
  "nbo_charge": [-0.351, -0.670, 0.171, 0.308, 0.096, 0.278, 0.167]
}



Run Q
{
  "formula": "CH3FOS",
  "method": "the ωB97M-V functional and the def2-TZVPD basis",
  "gap_ev": 10.363,
  "smiles": "O[C@@H](F)S",
  "spin_multiplicity": 1,
  "symbols": ["C", "S", "O", "H", "F", "H", "H"],
  "xyz": [[0.25659, -0.45778, 0.06436], [0.26426, 0.28714, -1.68229], [-0.18426, 0.42387, 1.03751], [-0.00755, 1.50712, -1.05548], [-0.40337, -1.60212, 0.09334], [1.25369, -0.61471, 0.28992], [-1.17936, 0.45649, 1.25265]],
  "nbo_charge": [0.414, -0.146, -0.733, 0.156, -0.334, 0.143, 0.500]
}



Most stable pick: run Q. Distance to second place: 0.0318 hartree.